[1]
Formula: C48H41Br18F7
Source: the Open Molecules 2025 dataset
Level of theory: ωB97M-V/def2-TZVPD

Calculated values
* largest force on an atom: 2.870 eV Å⁻¹
* LUMO energy: -0.30 eV
* E_HOMO: -9.06 eV
* electronic energy: -1330224.9335 eV
* orbital gap: 8.761 eV

Element x y z (Å)
F -0.19985 0.73739 -5.35330
C -1.02012 -0.17323 -4.76731
C -0.67132 -1.49579 -5.02224
C -1.46819 -2.47054 -4.39199
C -2.59981 -2.04707 -3.65253
C -2.93943 -0.69383 -3.48182
C -2.14043 0.25351 -4.08238
H 0.22972 -1.79469 -5.56174
H -1.24085 -3.52391 -4.38377
H -3.17187 -2.77725 -3.11850
H -3.77193 -0.54068 -2.83643
H -2.37729 1.28910 -3.96116
F -8.65941 -0.53510 -1.08052
C -7.35243 -0.89814 -0.92898
C -6.32114 0.00415 -0.92882
C -5.01861 -0.42797 -0.62475
C -4.80491 -1.79052 -0.46754
C -5.85459 -2.66751 -0.51156
C -7.12913 -2.24778 -0.71743
H -6.52861 1.01503 -1.33177
H -4.17668 0.26723 -0.66945
H -3.81350 -2.14823 -0.17810
H -5.58059 -3.69480 -0.49307
H -7.93414 -2.95247 -0.58637
F -1.40569 -4.64108 6.98542
C -0.05885 -4.59790 6.63175
C 0.57305 -3.34640 6.71394
C 1.78815 -3.14624 6.07073
C 2.40894 -4.31622 5.56515
C 1.85300 -5.61818 5.67767
C 0.58035 -5.70521 6.21568
H 0.00644 -2.58866 7.27811
H 2.17882 -2.14187 5.98856
H 3.39476 -4.11719 5.14436
H 2.41590 -6.51191 5.42382
H 0.02023 -6.60529 6.27563
F 6.45973 1.09038 -0.19950
C 6.93848 -0.03034 -0.72567
C 7.49782 -0.09878 -2.01247
C 7.76677 -1.41727 -2.47540
C 7.72708 -2.56396 -1.64929
C 7.21640 -2.41733 -0.34773
C 6.80696 -1.14051 0.08496
H 7.58203 0.80711 -2.57042
H 8.16260 -1.56831 -3.45033
H 8.12404 -3.46031 -2.06047
H 7.43830 -3.23549 0.40426
H 6.59865 -0.98509 1.14886
F -3.02203 5.16984 -0.81438
C -2.26424 5.79816 -1.79828
C -1.85998 5.07980 -2.89654
C -1.20416 5.76744 -3.92380
C -0.86550 7.06780 -3.79070
C -1.14400 7.74418 -2.54425
C -1.89280 7.07106 -1.57637
H -1.97461 3.99402 -2.93340
H -0.99959 5.20616 -4.82637
H -0.28918 7.54804 -4.56734
H -0.98334 8.80275 -2.45790
H -2.29512 7.61545 -0.70494
F 3.22516 5.13738 -1.51769
C 2.41005 4.68961 -0.54974
C 1.12992 5.18833 -0.53035
C 0.25588 4.78016 0.50711
C 0.73440 3.95599 1.50687
C 2.10675 3.61840 1.50618
C 2.92018 3.93071 0.46260
H 0.78531 5.82892 -1.36908
H -0.76683 5.07843 0.47750
H 0.21151 3.85637 2.42106
H 2.58151 3.10097 2.31623
H 3.98359 3.66046 0.42015
F 1.28293 -4.00431 1.94386
C -0.08428 -4.14751 1.70251
C -0.48026 -4.13847 0.39492
C -1.91599 -4.32726 0.11133
C -2.76400 -4.53697 1.14304
C -2.26532 -4.53805 2.45323
C -0.94882 -4.31721 2.78441
H 0.22724 -3.94007 -0.39222
H -2.33961 -4.43954 -0.91264
H -3.82519 -4.63025 1.07766
H -2.86682 -4.64365 3.31887
H -0.64890 -4.20504 3.83027
C -4.81409 3.53273 2.95969
Br -2.94555 3.91450 2.70231
Br -5.38293 3.19561 4.84615
Br -5.26175 2.08611 1.75385
H -5.43741 4.31918 2.61204
C 3.51145 4.35029 -4.49681
Br 1.73424 4.34347 -5.13548
Br 4.63675 5.44834 -5.61201
Br 4.29360 2.56398 -4.34454
H 3.44690 4.81934 -3.50266
C -3.83469 -1.20208 3.91102
Br -5.43945 -1.96470 3.33613
Br -2.49138 -1.04282 2.52150
Br -2.96933 -2.16194 5.40655
H -4.09239 -0.18009 4.31305
C 4.15128 -2.95583 -1.91971
Br 4.56556 -4.38879 -3.12064
Br 3.32586 -3.65297 -0.36854
Br 3.21386 -1.50064 -2.76695
H 5.07763 -2.48192 -1.62396
C -0.04219 1.37748 -0.64496
Br -1.83693 1.96250 -0.61030
Br 1.03786 1.98083 -2.02694
Br -0.09457 -0.62680 -0.63314
H 0.40000 1.55381 0.35347
C 2.70716 -0.80651 2.11476
Br 4.22138 -1.06044 3.23464
Br 3.04178 0.51815 0.76622
Br 1.14920 -0.32865 3.07500
H 2.44550 -1.76508 1.64239

Atoms 1-2, force components in eV/Å:
-0.2503 0.3616 0.2600
0.6639 -0.2493 -1.2929

=====

[2]
Formula: C48H41IrN5O7PS
Source: the Open Molecules 2025 dataset
Level of theory: ωB97M-V/def2-TZVPD

Calculated values
* largest force on an atom: 1.370 eV Å⁻¹
* LUMO energy: -6.33 eV
* E_HOMO: -13.19 eV
* total charge: +2
* electronic energy: -95177.6438 eV
* orbital gap: 6.854 eV
* energy relative to the best compared isomer or geometry (same formula, charge and spin): 0.0 kcal per mole

Element x y z (Å)
Ir -0.55304 -0.05896 -0.13344
C -2.95300 -3.77339 -1.42263
O -3.49541 -3.10960 -0.23337
C -2.71835 -2.07023 -0.03621
N -1.67517 -1.91306 -0.76849
C -1.56412 -3.13234 -1.62422
C -1.18702 -2.96174 -3.07717
C -0.86558 -1.74695 -3.65728
C -0.49121 -1.67383 -4.99317
C -0.43645 -2.82590 -5.75997
C -0.75096 -4.05003 -5.18518
C -1.11639 -4.11867 -3.85157
C -3.07574 -1.06799 0.98294
C -4.17918 -1.07835 1.81708
C -4.37906 0.00844 2.66417
C -3.47462 1.06437 2.66504
C -2.37932 0.98129 1.82413
N -2.20576 -0.05911 1.00270
C -1.31862 1.98921 1.63956
N -0.41504 1.81152 0.73298
C 0.30077 3.11681 0.57641
C -0.18262 3.87461 1.83207
O -1.34294 3.11594 2.29751
C 1.79723 3.17678 0.43197
C 2.33398 4.43871 0.17168
C 3.70339 4.61090 0.06659
C 4.55368 3.52168 0.20986
C 4.02292 2.26741 0.46096
C 2.64920 2.10090 0.57415
H -3.63418 -3.56867 -2.24825
H -2.92748 -4.83686 -1.20777
H -0.79835 -3.76391 -1.17399
H -0.87550 -0.85521 -3.06626
H -0.23325 -0.71551 -5.42879
H -0.13709 -2.77486 -6.79760
H -0.69938 -4.95553 -5.77411
H -1.34092 -5.08398 -3.41158
H -4.86558 -1.91276 1.78283
H -5.24086 0.03221 3.31643
H -3.59398 1.92891 3.30299
H -0.12403 3.58936 -0.31617
H -0.53308 4.87968 1.61902
H 0.55484 3.88378 2.63292
H 1.67596 5.29295 0.05784
H 4.10913 5.59464 -0.12692
H 5.62329 3.65316 0.12108
H 4.67558 1.41104 0.56606
H 2.24336 1.12062 0.74642
O 0.92646 -2.27872 -0.75497
S 1.94195 -1.32911 -1.18387
O 2.63670 -1.67566 -2.37510
O 1.26630 0.03842 -1.18132
C 3.02581 -1.33118 0.21477
C 4.38847 -1.47021 0.05062
C 5.18440 -1.68847 1.17012
C 4.60396 -1.78664 2.42431
C 3.23281 -1.62545 2.58109
C 2.42368 -1.37610 1.47885
P 0.62959 -1.08780 1.73694
C 0.00206 -2.67551 2.39980
C -0.26115 -3.74075 1.53825
C -0.69167 -4.96127 2.03209
C -0.85812 -5.14783 3.39617
C -0.55853 -4.11021 4.26533
C -0.12725 -2.88730 3.77502
C 0.57308 0.03040 3.18737
C 1.62409 0.88296 3.52728
C 1.50741 1.76169 4.59446
C 0.34252 1.80489 5.34714
C -0.70620 0.95319 5.03188
C -0.58973 0.07800 3.96395
H 4.80599 -1.45509 -0.94736
H 6.25249 -1.81162 1.05576
H 5.21857 -1.99136 3.29025
H 2.80028 -1.69706 3.57182
H -0.07638 -3.62552 0.48597
H -0.87340 -5.77903 1.34677
H -1.19368 -6.10120 3.78052
H -0.64560 -4.25175 5.33405
H 0.13712 -2.11938 4.48710
H 2.55261 0.86254 2.97784
H 2.34197 2.40321 4.84520
H 0.26031 2.48231 6.18626
H -1.60853 0.95694 5.62942
H -1.40585 -0.60611 3.76021
O 0.53669 4.59946 -2.48249
C -0.21670 4.81921 -3.66075
N 0.13163 3.92893 -4.73389
C -0.26605 2.63719 -4.83974
O 0.07165 1.89670 -5.73522
C -1.22155 2.11007 -3.79625
C -2.54330 1.86650 -4.15149
C -3.36300 1.19760 -3.25905
C -2.81860 0.73640 -2.07852
N -1.54530 0.95934 -1.73717
C -0.76503 1.66419 -2.56878
H 1.47226 4.74550 -2.66798
H -0.10727 5.84375 -4.01895
H -1.25420 4.66282 -3.36747
H 0.78130 4.22866 -5.44767
H -2.91142 2.17360 -5.12184
H -4.39645 0.98632 -3.49191
H -3.41664 0.15573 -1.39135
H 0.26942 1.78627 -2.27473

Atoms 1-2, force components in eV/Å:
-0.7526 0.0798 1.1425
-0.0270 -0.0472 -0.0886